# 1
Below is a molecular structure, C5H13N2S at a distorted geometry, with properties calculated with the ωB97M-V functional and the def2-TZVPD basis.

Properties
electronic energy: -19209.1310 eV
relative energy (zero: lowest compared OMol25 entry of this formula, charge and spin): 3.1476 eV
E_LUMO: 3.71 eV
gap between HOMO and LUMO: 6.7 eV
net charge: -1

Geometry (Å):
C1 -1.88384 -0.61569 1.44556
N1 -1.27049 -1.28743 0.32713
C2 0.04322 -0.11229 -0.03109
C3 1.48197 -0.58073 -0.33551
S1 2.71878 0.68713 0.05635
C4 -0.57513 0.67464 -1.18586
N2 0.26219 1.68998 -1.80529
C5 -3.26130 -1.28070 1.66197
H1 -1.46970 -0.53761 2.46578
H2 -2.08697 0.42755 1.14254
H3 -0.30304 -1.41052 0.42706
H4 0.08192 0.40090 0.93195
H5 1.70429 -1.47380 0.25913
H6 1.50172 -0.88498 -1.38524
H7 -1.52135 1.13511 -0.88004
H8 -0.78904 -0.09308 -1.92872
H9 0.53152 1.42965 -2.74738
H10 1.10022 1.87232 -1.26550
H11 -3.79037 -1.77669 0.85621
H12 -3.02604 -2.11444 2.34412
H13 -3.87003 -0.63070 2.28840

Forces on the atoms, in the same order (eV/Å):
C -2.3016 0.4954 -0.6611
N 0.5861 1.9173 -0.8445
C -0.6001 2.3663 -0.6995
C -0.7763 -0.8088 0.0292
S -0.0381 0.1376 0.0850
C 0.1843 -0.1422 0.0122
N -0.1958 0.4819 -0.4341
C 0.8957 -0.8542 1.9133
H 0.7495 -0.3765 -0.4807
H 0.0972 -0.0599 0.1725
H 1.8802 -3.4833 1.8434
H -0.0393 0.2142 -0.2553
H -0.0262 -0.0879 -0.0190
H 0.1596 -0.0182 -0.0969
H -0.0213 -0.2979 0.1372
H -0.2924 -0.0304 -0.0984
H 0.1079 -0.0464 0.3282
H 0.2570 -0.1238 0.0716
H 0.0851 0.6933 -0.5622
H -0.2509 -0.1174 -0.1099
H -0.4606 0.1409 -0.3309

Atomic partial charges in e from the Mulliken method, atoms 1 to 2: C -0.04; N -0.72

***

# 2
Below is 3 unconnected molecules or ions with the total composition C25H24F8N3O5, with properties calculated with the ωB97M-V functional and the def2-TZVPD basis.

Properties
electronic energy: -62751.4432 eV
E_LUMO: -4.42 eV
gap between HOMO and LUMO: 7.6 eV
net charge: +1

Geometry (Å):
C1 4.58002 -0.16975 1.00015
C2 3.12783 0.14952 0.61732
N1 2.99402 1.20541 -0.42513
N2 2.69961 2.46505 0.05815
C3 1.47955 2.68868 0.54487
C4 1.13908 3.94971 1.01982
C5 -0.22434 4.27871 1.56273
C6 -1.09733 3.11150 1.99299
O1 -2.42481 3.58530 1.98653
C7 -3.33276 2.83895 2.74699
C8 -3.77522 1.55018 2.01561
F1 -3.10758 1.41561 0.84326
F2 -3.45040 0.47337 2.77794
C9 -5.29659 1.42750 1.74860
F3 -5.60019 0.15304 1.41554
F4 -5.90671 1.71189 2.92457
C10 -5.88876 2.35196 0.64480
F5 -5.18856 3.51181 0.63819
F6 -7.17255 2.62634 0.97024
C11 -5.92058 1.74144 -0.77044
F7 -4.70806 1.21349 -1.07124
F8 -6.16469 2.73680 -1.64446
C12 2.11701 4.91965 0.90480
C13 3.34626 4.58735 0.34801
N3 3.64132 3.36395 -0.04928
H1 4.79053 0.07559 2.04039
H2 4.73558 -1.23398 0.84229
H3 5.29065 0.37709 0.37690
H4 2.62904 -0.73562 0.22647
H5 2.55220 0.48595 1.48206
H6 3.85046 1.32173 -0.95855
H7 0.81318 1.84048 0.50747
H8 -0.77109 4.82312 0.78444
H9 -0.10230 4.98003 2.39116
H10 -0.82348 2.75517 2.99416
H11 -1.01402 2.26701 1.29895
H12 -2.89017 2.50662 3.69255
H13 -4.18190 3.48134 2.96436
H14 -6.70048 0.98225 -0.84267
H15 1.93819 5.93661 1.23104
H16 4.13837 5.31219 0.22263
C14 4.15458 -6.58473 -1.12254
C15 3.69417 -5.34208 -1.00962
C16 4.42748 -4.32264 -0.22388
O2 4.00111 -3.18712 -0.12240
C17 5.69194 -4.73001 0.43263
C18 6.15501 -5.97162 0.32165
C19 5.42264 -6.99951 -0.46632
O3 5.84419 -8.12799 -0.56796
H17 3.64078 -7.35079 -1.68892
H18 2.77436 -5.01367 -1.47658
H19 6.20670 -3.96505 1.00020
H20 7.07457 -6.29884 0.78969
C20 -3.51298 -1.17973 -2.95230
C21 -2.40005 -0.99449 -2.24954
C22 -1.23115 -1.89565 -2.40322
O4 -0.21326 -1.71574 -1.76663
C23 -1.35510 -3.01828 -3.36678
C24 -2.46922 -3.20631 -4.06918
C25 -3.63836 -2.30037 -3.91972
O5 -4.65315 -2.46691 -4.55754
H21 -4.37101 -0.52755 -2.85938
H22 -2.28877 -0.18489 -1.53886
H23 -0.49025 -3.66284 -3.45886
H24 -2.58451 -4.01621 -4.77815

Forces on the atoms, in the same order (eV/Å):
C -0.1966 -0.0094 -0.0249
C -0.0476 -0.0401 0.0343
N 0.0970 0.0403 -0.0526
N -0.0218 0.0285 0.0869
C -0.0893 -0.0577 0.0433
C -0.1138 -0.0721 0.0732
C -0.0041 0.1254 -0.0490
C 0.0225 -0.2413 -0.0927
O 0.0000 0.3326 0.1839
C 0.1174 -0.1726 -0.0305
C -0.1198 -0.1177 -0.0621
F 0.0030 -0.0190 0.1248
F 0.0162 0.0263 0.0171
C -0.1618 -0.0211 0.0789
F 0.0371 0.0891 0.0403
F 0.0827 -0.0450 -0.1884
C -0.0663 0.1222 0.1360
F -0.0939 -0.1283 -0.0150
F 0.2721 0.0047 -0.0645
C 0.1085 0.1763 0.0387
F -0.2225 -0.0447 -0.1434
F -0.0707 -0.0808 0.0612
C 0.1571 0.1945 0.0061
C -0.2243 0.0258 0.0707
N 0.2475 -0.0558 -0.1637
H 0.0139 0.0223 -0.0396
H 0.1717 0.0287 0.0753
H -0.0132 -0.0204 0.0126
H 0.0320 0.0325 -0.0384
H -0.0058 -0.0564 -0.0392
H -0.0255 -0.0831 0.0011
H 0.0185 0.0117 -0.0212
H 0.0366 -0.0426 0.0071
H -0.0386 -0.0052 -0.0457
H 0.0455 0.0151 -0.0356
H 0.0246 0.0619 0.0818
H -0.0364 0.0803 -0.0013
H -0.0084 -0.0435 -0.0638
H 0.0859 -0.0448 -0.0448
H -0.0297 -0.0419 0.0067
H 0.0067 -0.0206 -0.0005
C -0.0073 0.0079 -0.0037
C 0.0073 -0.0372 -0.0080
C -0.0509 0.0350 -0.0148
O 0.0285 -0.0052 0.0176
C 0.0054 -0.0176 -0.0012
C -0.0091 0.0042 -0.0055
C 0.0104 0.0135 0.0121
O -0.0068 -0.0018 -0.0046
H 0.0097 -0.0110 0.0025
H 0.0040 0.0203 0.0121
H -0.0081 0.0060 -0.0023
H -0.0017 -0.0113 -0.0049
C -0.0021 0.0421 0.0031
C 0.0211 -0.0032 0.0086
C -0.1023 0.0072 -0.0469
O 0.0820 0.0279 0.0463
C 0.0042 0.0114 0.0217
C 0.0194 -0.0092 -0.0031
C -0.0079 -0.0033 0.0074
O 0.0369 -0.0057 0.0137
H -0.0146 -0.0252 -0.0193
H -0.0176 -0.0028 0.0097
H 0.0004 0.0012 -0.0008
H -0.0076 0.0027 -0.0023

Atomic partial charges in e from the Mulliken method, atoms 1 to 2: C -0.92; C -0.16

***

# 3
Below is a molecular structure, C8H11ClN2O2S at a distorted geometry, with properties calculated with the ωB97M-V functional and the def2-TZVPD basis.

Properties
electronic energy: -38904.1125 eV
relative energy (zero: lowest compared OMol25 entry of this formula, charge and spin): 1.8059 eV
E_LUMO: 0.57 eV
gap between HOMO and LUMO: 9.0 eV
net charge: 0

Geometry (Å):
C1 3.50544 1.15555 0.96983
C2 3.03536 -0.45489 -1.07131
C3 -2.41419 -0.55090 0.85571
C4 -1.27561 -1.09616 0.47873
C5 -3.70478 -1.17261 0.52860
C6 -0.46925 1.23765 -1.31097
C7 0.09241 -0.50930 0.49125
C8 0.40567 0.19067 -0.77514
N1 2.22574 1.43476 0.49571
N2 1.74164 0.80704 -0.64615
O1 4.06772 1.62729 1.88980
O2 2.73156 -1.20281 -1.94978
S1 4.32524 -0.14309 -0.08123
Cl1 1.37926 -1.86893 0.96359
H1 -2.53728 0.39927 1.44201
H2 -1.42500 -2.07907 0.10176
H3 -4.26461 -1.59438 1.50086
H4 -4.51478 -0.56970 0.12936
H5 -3.52999 -2.01477 -0.18105
H6 -0.43643 2.23731 -0.84175
H7 -0.17914 1.45905 -2.36261
H8 -1.45607 0.86288 -1.24849
H9 0.30725 0.18671 1.25947
H10 0.76201 -0.47752 -1.57754
H11 1.62783 2.13597 0.93934

Forces on the atoms, in the same order (eV/Å):
C -2.5099 -0.5687 -1.6652
C -4.5297 1.3876 -1.1098
C -0.7111 2.0671 1.0747
C 0.2049 0.0929 0.6671
C -1.9183 -2.5816 1.5827
C -0.6353 1.5020 -1.1229
C -0.5313 -1.7789 0.6903
C 4.5776 -0.3006 -0.2225
N 0.6084 -0.7075 0.9570
N 3.8798 -1.5958 -2.0781
O 0.8095 0.7617 1.1043
O 0.8369 0.9152 1.0871
S 1.0084 0.5990 0.9983
Cl -1.3237 1.1321 -0.6212
H 0.7016 -0.7004 -0.7311
H 0.5348 -0.7130 -0.8399
H 1.4355 0.6007 -1.8533
H 0.4224 0.6281 -0.3317
H -0.3946 0.4262 0.6059
H 0.1128 -0.6226 0.4074
H -0.3193 -0.4146 0.6599
H -1.3629 0.0083 -0.3707
H -0.3608 0.5596 1.1436
H -1.2697 -0.4450 0.0893
H 0.7339 -0.2518 -0.1209

Atomic partial charges in e from the Mulliken method, atoms 1 to 2: C 0.50; C 0.55

***

Question: The highest E_LUMO belongs to which entry?
Answer: C5H13N2S

***

Question: Which value of E_LUMO does entry 3 give?
Answer: 0.57 eV

***

Question: Which value of net charge does entry 1 give?
Answer: -1